[1]
Density functional theory data (the ωB97M-V functional and the def2-TZVPD basis) for C9H19N2O4Tl as an isolated structure at a distorted geometry.

Calculated values
**Orbital gap**: 0.0450 hartree
**ΔE to the lowest compared entry with this formula, charge and spin**: 38.77 kcal per mole
**E_HOMO**: -13.749 eV
**Maximum force**: 4.81 eV/Å

Structure (ORCA input):
```
! wB97M-V def2-TZVPD RIJCOSX def2/J DEFGRID3
* xyz 2 1
Tl -4.712 0.009 -4.164
N -9.971 -3.282 -0.640
O -9.377 -2.788 -1.555
O -9.737 -4.488 -0.390
O -10.599 -2.541 0.165
C 3.232 -0.884 -0.401
C 1.680 -0.764 -0.173
C 1.458 -1.009 1.374
C 1.586 0.257 2.165
C 0.819 1.430 1.669
C 1.002 1.691 0.112
N 0.918 0.387 -0.647
O 1.041 0.537 -2.052
C -0.122 2.622 -0.320
C 2.388 2.422 -0.001
C 0.983 -2.065 -0.688
H 3.766 -0.143 0.194
H 3.564 -1.919 -0.326
H 3.276 -0.502 -1.421
H 0.483 -1.424 1.626
H 2.109 -1.758 1.826
H 1.266 0.061 3.188
H 2.663 0.421 2.195
H 1.203 2.266 2.253
H -0.231 1.299 1.931
H 0.044 2.940 -1.349
H -0.035 3.435 0.402
H -1.124 2.197 -0.271
H 3.217 2.023 0.582
H 2.237 3.421 0.410
H 2.819 2.519 -0.998
H 1.345 -3.033 -0.342
H -0.085 -2.005 -0.480
H 0.905 -1.996 -1.773
H 1.992 0.661 -2.100
*
```

=====

[2]
Density functional theory data (the ωB97M-V functional and the def2-TZVPD basis) for an isolated ion of composition C9H19N2S and charge +1 at a distorted geometry.

Calculated values
**Orbital gap (alpha / beta)**: 0.2874 / 0.2862 hartree
**ΔE to the lowest compared entry with this formula, charge and spin**: 115.15 kcal per mole
**E_HOMO (alpha / beta)**: -11.546 / -11.541 eV
**Maximum force**: 7.30 eV/Å

Structure (ORCA input):
```
! wB97M-V def2-TZVPD RIJCOSX def2/J DEFGRID3
* xyz 1 1
C -0.812 -1.610 0.028
C -0.538 -0.917 -1.062
C 0.880 -0.434 1.478
C -0.206 -1.440 1.392
C 0.670 1.170 -0.453
C -2.051 -2.450 0.080
C -0.887 -0.822 -2.520
C 0.217 -2.847 1.945
C 1.065 4.677 -1.127
N 1.283 3.394 -1.657
N 0.395 0.842 1.032
S -0.058 2.272 -1.321
H 0.980 -0.351 2.597
H 1.799 -0.793 1.119
H -1.126 -1.020 2.024
H 1.734 0.959 -0.709
H -2.470 -2.534 -0.997
H -2.775 -1.794 0.563
H -1.938 -3.392 0.648
H -1.106 0.182 -2.819
H -1.800 -1.409 -2.510
H -0.084 -1.320 -3.065
H -0.588 -3.632 2.085
H 0.640 -2.784 3.039
H 1.016 -3.217 1.353
H 1.731 4.692 -0.254
H 1.491 5.487 -1.811
H 0.016 4.886 -0.860
H 1.548 3.435 -2.650
H -0.607 0.785 1.270
H 0.725 1.667 1.628
*
```

=====

Copy entry 1 word for word.
Density functional theory data (the ωB97M-V functional and the def2-TZVPD basis) for C9H19N2O4Tl as an isolated structure at a distorted geometry.

Calculated values
**Orbital gap**: 0.0450 hartree
**ΔE to the lowest compared entry with this formula, charge and spin**: 38.77 kcal per mole
**E_HOMO**: -13.749 eV
**Maximum force**: 4.81 eV/Å

Structure (ORCA input):
```
! wB97M-V def2-TZVPD RIJCOSX def2/J DEFGRID3
* xyz 2 1
Tl -4.712 0.009 -4.164
N -9.971 -3.282 -0.640
O -9.377 -2.788 -1.555
O -9.737 -4.488 -0.390
O -10.599 -2.541 0.165
C 3.232 -0.884 -0.401
C 1.680 -0.764 -0.173
C 1.458 -1.009 1.374
C 1.586 0.257 2.165
C 0.819 1.430 1.669
C 1.002 1.691 0.112
N 0.918 0.387 -0.647
O 1.041 0.537 -2.052
C -0.122 2.622 -0.320
C 2.388 2.422 -0.001
C 0.983 -2.065 -0.688
H 3.766 -0.143 0.194
H 3.564 -1.919 -0.326
H 3.276 -0.502 -1.421
H 0.483 -1.424 1.626
H 2.109 -1.758 1.826
H 1.266 0.061 3.188
H 2.663 0.421 2.195
H 1.203 2.266 2.253
H -0.231 1.299 1.931
H 0.044 2.940 -1.349
H -0.035 3.435 0.402
H -1.124 2.197 -0.271
H 3.217 2.023 0.582
H 2.237 3.421 0.410
H 2.819 2.519 -0.998
H 1.345 -3.033 -0.342
H -0.085 -2.005 -0.480
H 0.905 -1.996 -1.773
H 1.992 0.661 -2.100
*
```

=====

Copy entry 2 word for word.
Density functional theory data (the ωB97M-V functional and the def2-TZVPD basis) for an isolated ion of composition C9H19N2S and charge +1 at a distorted geometry.

Calculated values
**Orbital gap (alpha / beta)**: 0.2874 / 0.2862 hartree
**ΔE to the lowest compared entry with this formula, charge and spin**: 115.15 kcal per mole
**E_HOMO (alpha / beta)**: -11.546 / -11.541 eV
**Maximum force**: 7.30 eV/Å

Structure (ORCA input):
```
! wB97M-V def2-TZVPD RIJCOSX def2/J DEFGRID3
* xyz 1 1
C -0.812 -1.610 0.028
C -0.538 -0.917 -1.062
C 0.880 -0.434 1.478
C -0.206 -1.440 1.392
C 0.670 1.170 -0.453
C -2.051 -2.450 0.080
C -0.887 -0.822 -2.520
C 0.217 -2.847 1.945
C 1.065 4.677 -1.127
N 1.283 3.394 -1.657
N 0.395 0.842 1.032
S -0.058 2.272 -1.321
H 0.980 -0.351 2.597
H 1.799 -0.793 1.119
H -1.126 -1.020 2.024
H 1.734 0.959 -0.709
H -2.470 -2.534 -0.997
H -2.775 -1.794 0.563
H -1.938 -3.392 0.648
H -1.106 0.182 -2.819
H -1.800 -1.409 -2.510
H -0.084 -1.320 -3.065
H -0.588 -3.632 2.085
H 0.640 -2.784 3.039
H 1.016 -3.217 1.353
H 1.731 4.692 -0.254
H 1.491 5.487 -1.811
H 0.016 4.886 -0.860
H 1.548 3.435 -2.650
H -0.607 0.785 1.270
H 0.725 1.667 1.628
*
```

=====

maximum force of number 2 (C9H19N2S)?
7.30 eV/Å